Entry 1:
Density functional theory data (ωB97M-V/def2-TZVPD) for a molecular structure, C24H24Br2N6O4PtSTe.

Element x y z (Å)
Pt (0.13133, 1.64381, -0.12525)
H (4.05787, 2.09074, 0.00824)
C (2.00679, -1.83347, -2.47815)
H (3.46907, -2.65499, -0.34167)
C (2.61863, 1.77805, -4.70492)
Te (-1.96121, 1.19040, 1.21602)
C (4.49669, 1.52897, 0.82118)
C (1.38037, 2.08205, -5.19305)
C (5.72999, 0.92293, 0.67935)
H (1.53293, -1.76547, 4.84719)
S (2.25772, 2.21372, 2.19659)
H (-0.91970, -2.52144, -1.04369)
C (0.56923, 0.26083, 2.50862)
C (-1.25884, -1.03125, 3.17203)
N (1.36588, -0.34073, 3.40061)
C (-1.97913, 2.79037, -3.77358)
N (-0.75606, -0.02048, 2.44926)
C (-1.01383, 2.61851, -4.71378)
C (2.89933, -1.91442, 0.22064)
C (1.78943, 1.72035, -2.40425)
H (3.80413, 0.62830, 4.00802)
C (1.42644, -1.97741, -0.08407)
C (-0.47047, -1.72445, 4.04385)
C (6.28502, 0.18855, 1.72967)
H (6.01653, -0.45930, 3.76275)
H (-0.70223, -0.81951, -1.46381)
N (-0.52119, 2.14187, -2.00983)
O (0.58664, -2.02696, 0.81320)
Br (1.15618, 2.31753, -7.05949)
H (3.03365, -2.07154, 1.28721)
H (7.85998, -0.54757, 0.66156)
N (1.05864, -1.94449, -1.38670)
H (3.45943, 1.67320, -5.37610)
C (-0.35848, -1.83626, -1.67405)
O (2.22824, 3.31152, 1.27858)
H (2.35293, -2.81347, -2.82067)
H (7.75340, -1.13689, 2.23218)
H (3.27997, -0.92496, -0.03871)
C (-1.71672, 2.54665, -2.40729)
H (6.27751, 1.02421, -0.25033)
C (0.85591, -1.29739, 4.13969)
C (0.28397, 2.23541, -4.31442)
H (1.52750, -1.32884, -3.31618)
C (3.80339, 1.40364, 2.01671)
H (-1.21909, 2.79631, -5.76022)
N (1.05014, 1.17793, 1.64447)
H (-2.97122, 3.11387, -4.05474)
N (7.54211, -0.38189, 1.60169)
C (2.81986, 1.61289, -3.33048)
C (0.49493, 2.02478, -2.93855)
H (-0.53325, -2.07572, -2.72142)
H (-3.19735, 1.78509, -1.07693)
O (1.94227, 1.57911, -1.12673)
H (-3.65506, 3.27128, -1.89868)
C (5.58147, 0.08752, 2.93444)
H (-0.85785, -2.54402, 4.62744)
C (-2.82362, 2.75308, -1.42594)
C (4.34998, 0.69377, 3.07846)
H (-2.30946, -1.24415, 3.02643)
O (2.02941, 2.43099, 3.59547)
H (-2.48465, 3.34392, -0.57396)
H (2.86758, -1.23763, -2.19048)
Br (4.56491, 1.23389, -2.71937)

- Kohn-Sham gap: 7.0 eV


Entry 2:
Density functional theory data (ωB97M-V/def2-TZVPD) for 3 unconnected molecules or ions with the total composition C5H11NO3.

Element x y z (Å)
C (-0.05875, 1.09250, 0.15199)
H (0.12936, -1.51555, 1.79935)
C (0.87112, -0.83124, 1.39319)
C (0.29223, -0.22707, 0.13877)
O (-0.35270, 2.20067, 0.16652)
O (-1.64027, -0.30153, 0.77708)
H (-0.34972, -1.94600, -0.89201)
H (2.11628, 2.61580, 0.35102)
C (0.20774, -1.03911, -1.12314)
H (1.78960, -1.34900, 1.12114)
H (-0.30652, -0.51362, -1.92601)
H (-2.70861, 0.78572, -0.66479)
N (2.09620, 0.80399, -0.42401)
H (1.21850, -1.29537, -1.44222)
H (-2.63596, -0.97205, -0.93837)
C (-2.67200, -0.19525, -0.15471)
O (2.58192, 1.77453, 0.48953)
H (1.94987, 1.29381, -1.31723)
H (1.10934, -0.07322, 2.13566)
H (-3.63762, -0.30803, 0.35827)

- Kohn-Sham gap (alpha / beta): 7.9 / 7.9 eV


Entry 3:
Density functional theory data (ωB97M-V/def2-TZVPD) for a molecular structure, C10H10N2.

Element x y z (Å)
C (0.76432, 1.66209, -0.48827)
C (0.30232, 0.86509, 0.63473)
C (-0.36668, -1.61791, -1.40327)
C (2.20632, 2.81409, 0.92473)
H (1.12132, -3.21691, -0.61727)
C (1.84732, 1.84909, 1.99973)
H (0.25932, 1.60309, -1.55427)
C (-2.10368, -2.50691, 0.51673)
H (1.94232, 3.18009, -1.23727)
H (-0.52068, 0.27509, 0.51773)
H (-2.03768, -0.45891, -2.06427)
C (1.67532, 2.69209, -0.28527)
C (-1.63068, -1.09391, -1.38327)
C (-0.06768, -2.59291, -0.51327)
N (-0.92068, -3.11091, 0.49473)
N (0.89232, 0.92609, 1.81673)
H (-2.76968, -2.92291, 1.27873)
H (-3.59368, -1.04391, -0.12227)
C (-2.55168, -1.46491, -0.34627)
H (2.34032, 1.99409, 2.97073)
H (0.29232, -1.49291, -2.19227)
H (2.91932, 3.66209, 1.05273)

- Kohn-Sham gap: 9.9 eV


Total energy / eV: -203870.5628; -12989.4080; -13509.5378
Strongest force on any atom / eV/A: 0.19; 1.29; 5.70